Record 1
{"formula": "C36H28Cl2FeN6O5PS", "method": "ωB97M-V with the def2-TZVPD basis set", "homo_energy_ev": -4.445, "charge": -1, "e_lumo_ha": 0.09444, "spin_multiplicity": 1, "gap_ev": 7.01, "total_energy_ha": -5017.1980, "elements": ["H", "N", "H", "C", "Cl", "H", "C", "C", "C", "C", "H", "C", "H", "H", "H", "H", "P", "C", "H", "C", "C", "H", "C", "C", "O", "H", "H", "H", "C", "H", "H", "Cl", "N", "H", "H", "H", "H", "H", "C", "C", "C", "C", "H", "C", "O", "H", "N", "C", "C", "Fe", "O", "C", "C", "C", "N", "C", "N", "N", "O", "C", "C", "H", "H", "H", "C", "H", "S", "H", "C", "C", "C", "C", "C", "H", "C", "C", "C", "C", "O", "C"], "coordinates": [[-1.2695, -0.1671, -6.2861], [0.2519, 3.5336, 0.3364], [-1.7096, 2.0943, -3.6484], [-0.6720, 2.3964, -3.5732], [6.1128, 3.2808, 1.4807], [3.6542, -3.3577, -4.3946], [0.7490, -2.1396, -0.6293], [1.9084, -2.1452, -4.1627], [-3.2627, 1.6155, 2.8573], [2.8114, 0.7408, -0.2603], [3.0096, 3.4960, -3.2327], [-2.5767, 2.1527, 3.9344], [1.0661, 3.3670, 0.9197], [-0.8919, 2.3783, -0.8304], [0.4859, 4.3039, -0.2828], [3.5875, 2.5538, 2.5165], [-0.0140, -0.3615, -3.5470], [-4.3872, -0.2855, -4.9718], [-0.5944, 2.5937, 4.7070], [1.7727, -1.2084, -1.2436], [5.0057, 1.7002, -0.4404], [1.2786, -2.9311, -3.7692], [-1.7118, -0.4062, -4.2029], [-2.5440, 1.0954, 1.7937], [1.5993, 2.3742, 3.5470], [4.1117, 0.4282, -1.9277], [0.6830, 2.3332, -1.2518], [4.3899, -2.3086, -6.4830], [-0.9218, -3.7696, 0.8032], [-5.4278, -0.2371, -5.2701], [-1.6024, -4.3589, 1.3999], [6.4550, 1.9166, -1.3793], [1.4077, 1.1003, 1.6069], [1.2984, -3.8633, -1.7456], [-3.0232, 0.6583, 0.9242], [3.1141, -0.4066, -7.4621], [-4.3434, 1.5917, 2.8301], [-1.1592, 4.4765, -3.4139], [2.6529, 1.3383, 1.0224], [-0.3611, 3.7437, -3.4320], [1.2470, -1.0205, -4.6764], [3.4884, -1.9506, -5.9983], [1.1719, 0.4883, -6.1856], [-2.7274, -0.5100, -3.2467], [-1.4374, -1.8976, 2.1272], [-3.1168, 2.5636, 4.7786], [1.7263, -0.0440, -0.6148], [4.8534, 2.2913, 0.7970], [0.3345, 1.4314, -3.6048], [0.0539, 0.4661, 0.3242], [-3.7363, -0.7834, -0.8667], [-0.5353, 1.6302, 2.8224], [1.6901, -0.4009, -5.8442], [0.9598, 4.1506, -3.3018], [0.0386, -1.6137, 0.4032], [2.7858, -0.8772, -6.5449], [0.0505, 2.3543, -0.4544], [-1.2042, 1.0955, 1.7829], [-1.5660, 0.3490, -1.0267], [-0.7619, -2.4115, 1.0922], [-0.1926, -4.2926, -0.2359], [-3.6419, -0.0764, -6.9757], [-0.2806, -5.3428, -0.4844], [-1.2478, -0.9442, 2.1477], [-4.0585, -0.4504, -3.6327], [1.2005, 5.1998, -3.1823], [-2.3784, -0.8726, -1.4697], [-4.8162, -0.5357, -2.8637], [0.9744, 1.7180, 2.7063], [3.0666, -2.5593, -4.8334], [3.6857, 2.1076, 1.5394], [1.6626, 1.8566, -3.4940], [-3.3859, -0.1945, -5.9296], [2.4587, 1.1224, -3.5250], [1.9731, 3.1976, -3.3342], [-1.1926, 2.1668, 3.9146], [0.6726, -3.4728, -0.9588], [-2.0547, -0.2482, -5.5437], [2.6091, -1.6443, -2.0527], [3.9849, 0.9118, -0.9705]], "mulliken_charge": [0.3966, -0.9302, 0.3546, -0.7688, -0.2561, 0.4314, 0.7867, 0.3903, -0.9996, -0.5426, 0.4547, -0.4290, 0.2224, 0.5738, 0.3030, 0.6338, 1.2981, -0.7121, 0.5318, -0.4733, -0.1025, 0.3725, -0.3168, -0.0355, -0.8192, 0.6331, -0.2293, 0.3555, -0.9483, 0.3529, 0.4906, -0.2605, 0.3398, 0.5953, 0.2817, 0.3906, 0.4860, 0.4137, 0.0061, -0.5395, 0.1806, -0.6328, 0.3562, 0.1545, -0.6447, 0.4021, 1.2033, 0.2477, 0.6033, 0.2222, -0.8314, 0.8166, -0.1909, -0.7317, 0.2567, -0.9357, 0.6074, 0.3206, -0.6612, 0.7448, -0.6538, 0.4126, 0.4384, 0.0681, -0.6151, 0.4000, 0.9717, 0.5293, 0.2551, -1.0502, -1.2661, -0.7340, -0.6743, 0.4093, -0.6145, -0.7113, -0.5869, -0.5491, -0.8222, -0.4262]}

Record 2
{"formula": "C36H28N2O", "method": "ωB97M-V with the def2-TZVPD basis set", "homo_energy_ev": -7.284, "charge": 0, "e_lumo_ha": -0.04223, "spin_multiplicity": 1, "gap_ev": 6.13, "total_energy_ha": -1573.2900, "elements": ["C", "H", "C", "H", "C", "H", "N", "C", "H", "H", "H", "C", "C", "C", "C", "H", "H", "C", "C", "C", "C", "H", "C", "C", "C", "H", "C", "H", "H", "H", "C", "C", "C", "C", "C", "C", "C", "H", "C", "O", "C", "H", "H", "C", "C", "H", "C", "H", "C", "H", "C", "H", "C", "C", "H", "C", "H", "H", "H", "H", "H", "N", "C", "C", "C", "H", "H"], "coordinates": [[-3.4080, 2.7965, 0.4723], [-6.7228, 2.1646, -0.2813], [-2.5905, 3.1918, 1.6289], [-5.1621, 1.5768, -4.4832], [-2.6118, 4.9128, 3.2243], [2.2884, 2.7075, 2.7348], [-5.9801, 2.6757, -2.8494], [-2.6586, 6.1815, 3.7608], [-7.5600, 3.8196, -2.0414], [4.6056, 1.8191, 2.6476], [-4.4271, 0.2879, 4.9197], [-5.4623, 2.6046, -4.2090], [0.7571, 4.0010, 0.0603], [-2.3943, 7.2590, 2.9027], [-3.3963, 3.5359, 5.2000], [-1.8186, 2.8750, -0.9783], [-3.3352, 4.3855, 5.8848], [-5.6604, 2.3932, -0.4398], [4.0036, -0.2508, 2.8840], [-2.9511, 2.6308, 2.9505], [-3.7452, 2.6090, -1.9299], [0.3307, 0.5779, -0.0572], [1.5825, 4.0991, -1.0699], [0.4210, 2.7083, 0.5372], [-0.0057, 3.5215, 2.8350], [2.8892, 3.0584, -2.4553], [1.6025, -0.6044, 3.0039], [1.7826, 5.0872, -1.4666], [-7.9000, 2.0877, -2.2094], [-6.2407, 2.9048, -4.9130], [-2.4286, 4.6526, 1.8387], [1.7650, 1.6908, -1.2293], [2.9047, -1.1125, 3.0012], [-3.9160, 2.2864, 5.5630], [-2.1935, 7.0301, 1.5291], [-5.1577, 2.5467, -1.7648], [-2.8994, 2.7713, -0.8423], [-7.8248, 3.1260, -3.6674], [-3.5087, 1.4116, 3.3065], [-1.0002, 0.3518, 2.4447], [-3.9754, 1.2406, 4.6247], [2.2109, 0.8040, -1.6815], [0.3624, 4.8830, 0.5974], [-0.0793, 1.1750, 2.3891], [-7.3954, 2.9386, -2.6797], [-2.3324, 8.2701, 3.3147], [-0.2517, 2.5672, 1.8356], [3.0463, -2.1888, 3.0964], [-4.8027, 2.5669, 0.6383], [-3.3223, 2.6127, -2.9342], [3.7754, 1.1226, 2.7566], [5.0213, -0.6480, 2.9050], [2.4692, 1.6289, 2.7577], [1.3657, 0.7573, 2.7498], [-5.2036, 2.5814, 1.6543], [-2.9160, 3.6791, 3.9089], [-4.2510, 2.1280, 6.5931], [-2.0000, 7.8825, 0.8674], [0.7429, -1.2662, 3.1422], [-2.2749, 5.5638, -0.1100], [-3.5920, 0.6033, 2.5817], [0.1925, 4.2660, 3.7306], [2.1533, 2.9615, -1.6572], [0.7903, 1.5615, -0.2404], [-2.2865, 5.7325, 0.9707], [-2.8655, 6.2897, 4.8302], [-4.5965, 3.2748, -4.3291]], "mulliken_charge": [-0.3289, 0.2786, 1.7588, 0.2992, -0.2444, 0.3179, 0.1056, -0.6570, 0.3575, 0.3860, 0.4036, -0.9074, -0.0761, -0.8335, -0.5262, 0.3092, 0.3764, -1.1389, -0.3730, 0.1952, -0.8086, 0.5045, -0.9269, 0.3029, -0.5838, 0.4081, -0.5573, 0.4069, 0.3088, 0.2753, 0.5588, -0.9452, -0.5724, -0.8085, -0.8262, 1.1377, -0.3982, 0.2601, 0.1644, -0.6323, -1.0493, 0.4221, 0.4257, -1.4402, -0.9642, 0.3985, 2.7822, 0.3673, -0.6708, 0.3065, -0.7903, 0.3775, -0.0047, 0.6487, 0.4223, 0.2203, 0.3968, 0.3864, 0.4105, 0.5572, 0.5923, -0.8101, -0.5415, 0.1752, -0.2589, 0.3643, 0.3056]}

Record 3
{"formula": "C36H28N7OP2S5Ti", "method": "ωB97M-V with the def2-TZVPD basis set", "homo_energy_ev": [-1.623, -1.923], "s2": 0.75, "charge": -2, "e_lumo_ha": [0.14343, 0.14341], "spin_multiplicity": 2, "gap_ev": [5.53, 5.83], "total_energy_ha": -5370.4702, "elements": ["C", "N", "H", "H", "H", "C", "H", "H", "C", "C", "H", "H", "H", "C", "C", "S", "H", "H", "C", "C", "H", "C", "C", "O", "C", "S", "N", "C", "H", "C", "S", "C", "C", "C", "S", "H", "H", "H", "C", "H", "S", "C", "Ti", "C", "H", "C", "H", "C", "C", "N", "H", "C", "C", "H", "H", "C", "H", "H", "C", "C", "H", "C", "C", "C", "N", "C", "N", "C", "C", "P", "C", "C", "P", "H", "H", "H", "N", "C", "N", "H"], "coordinates": [[1.4001, -0.8369, -3.6165], [-2.6763, 3.5055, 4.9948], [4.2203, 1.7566, -0.8063], [-2.0044, 0.7309, 3.4808], [1.8630, 1.0461, -0.9316], [-3.8128, -1.5792, -4.2366], [-2.9284, -1.5529, 3.7362], [-3.4095, 3.1942, 5.6049], [-0.4453, -2.5186, -4.8162], [-0.0395, 2.0883, -2.5675], [-2.0338, 1.2630, -3.8079], [-3.2665, 0.0319, -5.5376], [0.3569, -1.8192, -6.6835], [3.3431, -1.9995, -0.6811], [-2.0067, -3.3972, 4.3988], [0.7509, 0.9843, 4.3390], [5.4515, -2.3326, -0.5125], [-1.1515, -3.1961, -5.2792], [-0.8263, -4.1506, 4.3484], [-3.1918, -0.3794, -4.5382], [3.0735, -3.0471, -0.6301], [-3.7145, -2.1014, -2.9546], [1.3265, -0.9190, -4.9966], [-1.0859, -0.5008, 2.5395], [-1.4056, 3.4075, -1.1029], [1.5218, -1.6926, 2.2351], [-2.4749, 1.3552, 4.1482], [3.3708, 1.1592, 6.0101], [-2.6172, 0.9772, 5.0701], [-0.4131, -0.4215, -0.1325], [2.5447, 1.3995, 2.0678], [-2.9965, -1.4231, -1.9892], [0.1229, 4.4788, -2.6189], [3.4482, 1.3013, 4.6186], [-3.1217, 0.9943, 0.3899], [-2.6040, 4.4877, 4.7995], [0.5716, 5.3815, -3.0161], [-2.1722, 3.4562, -0.3393], [-0.8711, 2.5934, 2.1585], [2.1536, -0.2096, -3.1597], [0.2836, -3.4433, -0.4510], [0.2023, -2.3918, 3.0411], [0.3203, 0.3199, 1.6304], [2.6527, 0.3014, -0.8437], [-4.3719, -2.1085, -4.9992], [-1.0013, 2.1612, -1.5654], [0.2706, 1.1168, -2.9267], [-0.3757, -2.4351, -3.4380], [3.9784, 0.7017, -0.7929], [5.8281, 1.7058, 3.7702], [6.0145, 0.0751, -0.6053], [-2.4920, 0.3151, -3.5639], [4.7452, 1.5123, 4.1244], [2.0111, -0.3389, -5.6034], [-4.2064, -3.0332, -2.7065], [0.5092, 3.2380, -3.1033], [-1.1394, 5.5261, -1.2376], [1.1887, -4.1763, 3.5946], [0.2578, -3.6375, 3.6692], [0.5341, -1.5820, -2.8207], [1.2406, 3.1659, -3.8984], [0.4029, -1.7544, -5.6030], [4.6655, -1.5943, -0.6150], [-2.0553, -2.1890, 3.7641], [-0.1894, 2.2380, 1.2758], [-2.3805, -0.2090, -2.2836], [3.3771, 1.0564, 7.1616], [2.3329, -1.0525, -0.7867], [4.9825, -0.2458, -0.6703], [0.5804, -1.5744, -0.9725], [-2.2096, 2.6667, 4.0299], [2.3398, 1.2271, 3.7707], [-1.6213, 0.5901, -0.8142], [-0.9989, -3.0580, -2.8112], [-0.7683, -5.1111, 4.8401], [-2.8790, -3.7538, 4.9262], [-0.9851, -1.7022, 3.0952], [-0.8351, 4.5588, -1.6198], [-1.5650, 3.2147, 3.0367], [-2.8939, -1.8154, -0.9833]], "mulliken_charge": [-0.3144, -0.4142, 0.3795, -0.0933, 0.5491, -0.4805, 0.4931, 0.2193, -0.6792, -0.2527, 0.3528, 0.3990, 0.3632, -0.9387, -0.8203, -0.5357, 0.3585, 0.3916, -0.1609, -0.7536, 0.3632, -0.6363, -0.5659, 0.1749, -0.6004, -0.3815, -0.1641, 0.0268, 0.2825, 0.7430, -0.5562, -0.6552, -0.7345, 0.3289, -0.6560, 0.2610, 0.3569, 0.4395, 0.8734, 0.3422, -0.5919, 0.6848, -1.0994, -0.3241, 0.3718, 0.2415, 0.4797, -0.9193, -0.9511, -0.6979, 0.3232, -0.3904, 0.0762, 0.4259, 0.3745, -0.7577, 0.3762, 0.4513, -0.9134, 0.8039, 0.4679, -0.6183, -0.6785, -0.4933, -0.1392, 0.6520, -0.7059, 0.4398, -0.7200, 1.5563, 0.3402, 1.0119, 1.0825, 0.4116, 0.3719, 0.3793, 0.4370, -0.6217, -0.7505, 0.3080]}

Q: Number 3 is which compound?
A: C36H28N7OP2S5Ti